1.
Molecular formula: C6H28N2O6
Method: DFT, the ωB97M-V functional and the def2-TZVPD basis

Geometry as XYZ:
```
42
Properties=species:S:1:pos:R:3:forces:R:3:lowdin_charge:R:1
C -0.3292 1.5128 2.7694 0.5423 0.6080 -0.6700 -0.0950
C 0.3870 0.1775 2.7476 1.6689 -0.0680 1.5989 -0.2613
C 1.9191 0.2144 2.7625 1.7735 -1.5454 -1.8930 -0.1978
C 2.6113 0.4747 1.2991 -0.6804 -0.3774 2.6872 -0.1731
C 1.8695 -0.1340 0.1237 -0.3299 -1.1975 -0.0949 -0.2484
N 1.9311 -1.6250 0.2173 1.5561 -0.1048 -0.7361 -0.0678
C 2.0680 -2.3294 -1.0925 -2.2426 -0.1592 0.9441 -0.2707
N 0.7945 -2.3023 -1.8110 -0.7700 -0.5730 -1.1584 0.0008
H 0.0412 2.1656 1.9561 -0.2130 -0.3358 0.1555 0.0833
H -1.3969 1.4059 2.6604 -0.4614 -0.1734 0.1059 0.0580
H -0.2030 2.1251 3.6625 0.2839 -0.4290 0.2816 0.0852
H 0.2296 -0.4238 3.6387 -0.9507 0.1240 0.2560 0.1036
H 0.1836 -0.4762 1.9293 -0.9348 -0.1165 -0.7343 0.0661
H 2.3136 -0.8133 3.0549 -0.6764 1.2368 0.0371 0.1129
H 2.4058 0.9681 3.3913 -0.4752 -0.2345 0.2957 0.0996
H 2.5977 1.5447 1.4294 0.4469 0.6752 -1.4541 0.0829
H 3.6411 0.0550 1.4139 -0.7735 0.5455 -0.4963 0.1149
H 2.3413 0.1281 -0.8334 0.0724 0.0757 0.2413 0.1105
H 0.8058 0.1720 0.0430 0.4417 0.3240 0.2160 0.0970
H 1.1757 -2.0586 0.7424 0.1468 0.3702 -0.1801 0.0864
H 2.7603 -1.8313 -1.7738 0.3643 -0.0218 0.5860 0.1035
H 2.3507 -3.4175 -0.9425 -0.1774 1.3981 -0.0906 0.1229
H 0.3181 -1.4295 -1.9705 0.7318 0.7256 -0.1469 0.0227
H -0.0046 -2.8566 -1.5336 0.6927 -0.7710 0.5526 0.0448
H -1.7308 1.6348 1.0511 -0.1878 -0.0757 -0.3382 0.0011
H -2.5152 1.1412 -0.2427 -0.1660 -0.1155 0.2685 0.0188
O -1.8040 1.7166 0.0952 0.0477 -0.1016 -0.2679 -0.0614
H 0.5205 0.8535 -2.0743 -0.1797 0.2511 0.1368 0.0233
H -0.6273 1.7371 -2.6331 0.7804 0.6970 0.4074 0.0317
O 0.0836 1.1322 -2.8859 -0.1487 -0.1858 -0.4754 -0.0428
H 0.1900 3.6732 -0.9028 -0.2029 -0.1409 -0.0544 0.0383
H -1.1681 2.9026 -0.9940 0.5765 0.6239 0.2810 -0.0062
O -0.5703 3.5236 -1.4758 -0.4203 -0.1486 -0.0879 -0.0854
H -1.8859 -1.0678 -4.0375 0.3403 0.4767 -0.2790 0.0495
H -1.3375 0.2191 -3.1814 0.3487 -1.2042 -0.7723 0.0042
O -1.8365 -0.6296 -3.1881 -0.9011 0.0272 0.9101 -0.0746
H -2.3512 -2.9973 -0.3905 -0.2144 0.1713 0.0959 0.0319
H -1.6722 -2.6064 0.8961 -0.1575 0.1033 0.1038 0.0214
O -2.5281 -2.5585 0.4532 0.3421 -0.2417 -0.1990 -0.0564
H -3.3948 0.1559 -2.0932 0.1193 -0.3798 -0.0116 0.0199
H -4.4100 -0.3895 -1.0644 0.1108 -0.0697 0.0659 0.0574
O -3.7734 0.3132 -1.2160 -0.1231 0.3370 -0.0872 -0.0515
```
Forces are in eV/Å.

Computed properties:
**M**: 224.298 g mol⁻¹
**Gap between HOMO and LUMO**: 8.7918 eV
**HOMO energy**: -8.46 eV
**Max |F|**: 3.0 eV Å⁻¹
**Relative energy (zero: lowest compared OMol25 entry of this formula, charge and spin)**: 226.2 kJ/mol
**DFT total energy**: -21940.56284 eV

2.
Molecular formula: C35H58BrN16O2
Method: DFT, the ωB97M-V functional and the def2-TZVPD basis

Geometry as XYZ:
```
112
Properties=species:S:1:pos:R:3:forces:R:3:lowdin_charge:R:1
C 3.1428 1.3863 -0.6277 -1.5329 -0.8631 0.3789 0.0374
C 2.0768 0.5604 -0.5925 1.0270 1.3434 -0.2555 -0.1692
C 1.4478 0.1436 0.6960 -0.3693 -0.9872 -0.2386 -0.1522
N 0.0858 0.6870 1.0407 0.0269 1.0629 -0.5154 0.1225
C -0.6940 1.3297 0.1215 -0.2197 -0.1590 0.2269 -0.3887
N -1.0957 2.6519 0.3125 -0.1361 -0.5508 0.2976 0.0138
C -0.1271 3.6678 -0.1560 -0.4045 0.8587 0.3964 -0.1743
C -0.5569 5.0117 0.4347 -0.2330 -0.4196 0.1605 -0.1629
C -1.6018 5.7353 -0.3771 0.1518 0.4361 0.2985 -0.2899
O -2.0116 6.8300 0.4355 0.0013 0.1299 0.2274 -0.0867
N -1.1710 0.6874 -0.9228 0.6691 0.1701 0.0973 -0.3549
Br -2.2541 1.5523 -2.1474 0.1050 0.0039 -0.0785 0.9542
C -0.8915 -0.7267 -1.2177 -0.3657 -0.9535 -0.3338 -0.2809
O -2.0697 -1.4228 -1.4414 0.0640 0.4695 0.1950 -0.2106
C -2.9395 -1.4060 -0.2963 0.0359 -0.3573 -0.2463 -0.0495
H 3.7589 1.4746 -1.5052 -0.0517 0.3182 -0.2112 0.0488
H 3.3510 1.9618 0.2638 0.5952 -0.1290 0.1155 0.0591
H 1.7380 0.1263 -1.5213 0.1097 -0.4845 0.0445 0.0611
H 1.3542 -0.9362 0.6405 0.0611 -0.1765 0.0919 0.0649
H 2.1230 0.3274 1.5220 -0.1159 0.3808 0.2527 0.1205
H 0.1157 1.2588 1.8725 0.1940 -0.0172 0.1308 0.1420
H -1.2333 2.7990 1.3069 -0.1442 0.0387 0.1904 0.1143
H 0.8761 3.4675 0.2076 0.2747 -0.3486 -0.2554 0.1097
H -0.1709 3.7439 -1.2369 0.2639 -0.3105 -0.2333 0.1096
H 0.3090 5.6432 0.6031 0.1405 0.1855 -0.2085 0.1238
H -0.9800 4.8439 1.4246 -0.0034 -0.0490 0.2292 0.1133
H -1.1707 6.0972 -1.3068 -0.0127 0.0079 -0.2322 0.1050
H -2.4681 5.1229 -0.6108 0.0275 -0.3701 -0.0661 0.1078
H -2.7777 7.2463 0.0362 -0.0432 0.0210 -0.3325 0.0527
H -0.3548 -1.2090 -0.4090 0.1748 0.4135 0.3979 0.0958
H -0.2712 -0.8012 -2.1040 -0.0405 0.0795 -0.2495 0.1327
H -2.3888 -1.2379 0.6243 0.1659 0.1081 0.1415 0.0949
H -3.6974 -0.6423 -0.4315 -0.1460 0.1659 0.0890 0.0770
H -3.4051 -2.3802 -0.2231 -0.1813 -0.1366 -0.0743 0.0889
C -1.6646 -3.5761 -3.6461 0.0829 -0.1000 -0.1165 -0.0626
C -1.8534 -3.8436 -5.0660 -0.1133 -0.1285 -0.4151 -0.2716
N -2.0375 -4.0569 -6.1820 0.0963 0.1150 0.3862 0.1350
H -2.0170 -4.4254 -3.0643 0.0154 -0.0087 0.0437 0.0921
H -0.6080 -3.4186 -3.4367 0.0159 -0.0045 0.0573 0.0833
H -2.2229 -2.6923 -3.3559 -0.0162 0.0434 0.0281 0.0601
C -5.4059 -3.9955 -6.2943 -0.0683 0.0067 0.0214 -0.0751
C -6.6118 -3.2825 -5.8960 -0.3813 0.1898 0.0728 -0.2808
N -7.5599 -2.7109 -5.5821 0.3296 -0.1622 0.0114 0.1242
H -5.4180 -5.0050 -5.8897 0.0027 -0.0291 -0.0068 0.0865
H -5.3465 -4.0475 -7.3785 0.0376 -0.0048 -0.0246 0.0883
H -4.5310 -3.4749 -5.9176 0.0755 -0.0097 -0.0576 0.0421
C 2.3091 -4.3561 1.6244 -0.0744 0.0721 0.0089 -0.0819
C 1.7917 -3.6250 0.4784 -0.1649 0.0929 -0.3925 -0.2377
N 1.3811 -3.0608 -0.4374 -0.0139 -0.0528 0.3130 0.1514
H 2.9383 -3.7090 2.2289 0.0842 0.0328 -0.0363 0.0607
H 1.4816 -4.7244 2.2265 -0.0119 -0.0528 -0.0054 0.0731
H 2.9021 -5.1996 1.2831 0.0758 -0.0132 0.0517 0.0675
C -5.7767 8.0431 -2.0223 -0.0045 -0.0057 -0.0291 -0.0546
C -4.4715 7.4277 -2.2238 0.4141 -0.1831 -0.0868 -0.2419
N -3.4386 6.9436 -2.3832 -0.5143 0.2436 0.0773 0.1602
H -5.6825 8.8972 -1.3555 -0.0154 0.0263 0.0031 0.0865
H -6.1730 8.3790 -2.9776 -0.0245 0.0161 -0.0157 0.0895
H -6.4610 7.3195 -1.5854 -0.0298 -0.0039 0.0032 0.0868
C -4.1054 4.7706 4.8957 -0.1090 0.1497 0.0978 -0.0638
C -3.2545 3.6963 4.4197 0.2613 -0.4219 -0.1202 -0.2819
N -2.6132 2.8165 4.0494 0.0146 0.2747 -0.1422 0.1091
H -3.5374 5.4836 5.4912 0.0613 -0.0055 -0.0257 0.0703
H -4.5446 5.2903 4.0465 -0.0188 0.0184 0.0080 0.0827
H -4.8999 4.3450 5.5054 -0.0400 0.0365 0.0152 0.0880
C -1.9132 9.1151 2.9807 -0.1376 -0.0617 0.0315 -0.0627
C -1.9352 8.4628 4.2850 0.0958 0.0494 0.2509 -0.2751
N -1.9447 7.9833 5.3295 -0.0776 -0.0787 -0.2488 0.1259
H -2.2483 8.4142 2.2196 0.0749 -0.0187 -0.0429 0.0499
H -2.5772 9.9769 3.0006 0.0160 0.0400 -0.0112 0.0849
H -0.9052 9.4432 2.7396 0.0272 -0.0018 0.0139 0.0877
C 1.7846 -8.0754 0.3692 -0.0240 -0.0073 -0.0034 -0.0564
C 0.6505 -7.3633 0.9442 -0.4800 0.2658 0.2378 -0.2888
N -0.2460 -6.8006 1.4009 0.4997 -0.2348 -0.1951 0.1343
H 1.7947 -9.1017 0.7294 0.0331 -0.0255 0.0093 0.0870
H 1.7048 -8.0764 -0.7155 0.0111 -0.0117 -0.0250 0.0861
H 2.7131 -7.5901 0.6623 0.0376 -0.0305 0.0260 0.0766
C 6.5990 0.9170 1.3973 -0.1288 -0.0133 0.1350 -0.0783
C 5.7900 -0.1732 1.9274 -0.3148 -0.3146 0.1567 -0.2756
N 5.1387 -1.0261 2.3441 0.1314 0.3178 -0.1182 0.1193
H 7.5564 0.9451 1.9122 0.0479 0.0059 -0.0304 0.0875
H 6.7720 0.7677 0.3376 0.0543 -0.0792 -0.0585 0.0324
H 6.0814 1.8630 1.5504 0.0049 0.0102 0.0474 0.0782
C 3.4243 0.4516 -5.3810 0.0199 0.0018 0.0071 -0.0628
C 3.4352 -0.3202 -4.1450 0.0010 -0.3219 0.3390 -0.2662
N 3.4428 -0.9467 -3.1790 -0.0496 0.3269 -0.3466 0.1499
H 3.2922 -0.2168 -6.2286 -0.0006 -0.0044 -0.0302 0.0877
H 2.6074 1.1697 -5.3616 -0.0094 0.0218 -0.0276 0.0809
H 4.3665 0.9837 -5.4904 0.0163 0.0155 -0.0287 0.0842
C 0.9655 -8.8344 4.8515 -0.0577 0.0304 -0.0329 -0.0703
C 2.2273 -9.5092 4.5833 0.4061 -0.2037 -0.0645 -0.2921
N 3.2238 -10.0432 4.3715 -0.3276 0.1680 0.0196 0.1246
H 1.1356 -7.9698 5.4889 0.0076 0.0212 0.0081 0.0800
H 0.5190 -8.5011 3.9163 -0.0364 0.0369 0.0011 0.0606
H 0.2788 -9.5155 5.3489 -0.0152 -0.0119 0.0148 0.0830
C 4.3275 -3.7153 5.5943 0.0033 0.0188 0.0102 -0.0608
C 4.1341 -4.8018 4.6446 -0.0229 -0.3841 -0.2436 -0.2692
N 3.9820 -5.6647 3.8991 -0.0237 0.3032 0.2181 0.1436
H 3.9739 -2.7812 5.1627 0.0277 0.0327 -0.0188 0.0757
H 3.7736 -3.9227 6.5070 -0.0005 -0.0012 0.0301 0.0840
H 5.3846 -3.6202 5.8304 0.0227 0.0198 0.0105 0.0869
C 8.8964 3.0867 -1.8868 0.0277 -0.0043 -0.0007 -0.0624
C 8.6864 1.6999 -1.4939 -0.0160 -0.4648 0.0593 -0.2665
N 8.5209 0.6030 -1.1875 0.0557 0.4489 -0.1458 0.1411
H 8.1213 3.7148 -1.4530 -0.0018 0.0331 -0.0008 0.0808
H 9.8682 3.4243 -1.5343 0.0211 0.0275 -0.0030 0.0869
H 8.8613 3.1704 -2.9704 0.0085 0.0206 -0.0235 0.0850
C -6.9419 -2.3384 -1.9590 -0.0101 -0.0318 -0.0231 -0.0714
C -6.5631 -3.0337 -0.7368 0.0808 -0.1832 0.3711 -0.2898
N -6.2637 -3.5747 0.2335 0.0054 0.1966 -0.3034 0.1263
H -7.1269 -3.0521 -2.7585 -0.0290 0.0227 -0.0487 0.0627
H -7.8458 -1.7583 -1.7899 -0.0294 0.0126 -0.0233 0.0867
H -6.1401 -1.6678 -2.2611 0.0000 0.0281 -0.0540 0.0727
```
Forces are in eV/Å.

Computed properties:
**M**: 814.863 g mol⁻¹
**Gap between HOMO and LUMO**: 9.6818 eV
**HOMO energy**: -12.64 eV
**Max |F|**: 1.8 eV Å⁻¹
**Net charge**: +1
**DFT total energy**: -135202.67901 eV

3.
Molecular formula: C5H10N
Method: DFT, the ωB97M-V functional and the def2-TZVPD basis

Geometry as XYZ:
```
16
Properties=species:S:1:pos:R:3:forces:R:3:mulliken_spin:R:1
C 0.3427 2.2494 1.0643 1.5828 1.2753 3.0675 0.4249
C 0.1758 1.5966 0.0502 -0.4223 -0.8048 -1.2909 0.1862
C -1.4930 0.5559 -1.3782 -0.7973 -0.0856 -0.4566 0.0070
C 1.1693 -1.4315 1.1758 -3.2492 1.9290 3.6651 0.0131
C -0.1670 0.8980 -1.0659 2.2525 2.0094 1.4180 0.5273
N 0.2187 -1.2250 0.0806 4.4663 -2.0258 1.4114 0.7115
H 0.7731 2.6346 2.0263 -1.0002 -0.4305 -1.5367 -0.0211
H -2.1801 0.8421 -0.6350 -0.9268 -0.5745 1.4051 -0.0007
H -1.8198 1.1824 -2.1482 -0.5824 0.5622 -2.0197 0.0484
H -1.3963 -0.4512 -1.6994 -1.3398 -1.1354 -0.4911 0.0163
H 2.0882 -1.7158 0.8009 1.8007 -0.6375 -0.6178 -0.0049
H 1.2462 -0.4325 1.8325 -0.0428 -2.1584 -1.6322 0.0422
H 0.7338 -2.1939 2.0274 0.8338 1.4257 -2.2785 0.0765
H 0.6188 0.5645 -1.6820 0.9421 -0.2071 -0.8640 0.0110
H 0.4004 -1.8440 -0.6900 0.4111 0.1613 -0.9495 -0.0241
H -0.7109 -1.2295 0.2407 -3.9284 0.6967 1.1699 -0.0137
```
Forces are in eV/Å.

Computed properties:
**M**: 84.142 g mol⁻¹
**Gap between HOMO and LUMO (alpha / beta)**: 8.5186 / 5.8574 eV
**HOMO energy (alpha / beta)**: -11.79 / -14.58 eV
**Max |F|**: 5.3 eV Å⁻¹
**Net charge**: +1
**Spin multiplicity**: 3
**Relative energy (zero: lowest compared OMol25 entry of this formula, charge and spin)**: 277.2 kJ/mol
**DFT total energy**: -6823.35901 eV

4.
Molecular formula: C4BClN2O16V
Method: DFT, the ωB97M-V functional and the def2-TZVPD basis

Geometry as XYZ:
```
25
Properties=species:S:1:pos:R:3:forces:R:3:lowdin_charge:R:1
O -2.4341 3.0560 -0.6436 0.0423 -0.1588 1.9753 -0.4044
V -2.3980 2.2246 0.7300 -1.5570 -2.2311 -1.7945 0.7000
O -2.1532 3.1452 1.9770 0.1289 0.6668 -0.0179 -0.4100
N -2.7665 -0.8680 -1.6490 0.7818 1.2545 -0.2325 -0.6263
O -3.6757 -1.4996 -1.0927 -0.0820 -0.0165 -0.1787 -0.0791
O -1.7756 -1.4396 -2.1434 -0.3024 -0.4672 -0.1073 -0.0870
O -2.7989 0.4096 -1.7233 -0.3884 -0.8522 0.3651 -0.1442
N -1.9182 -1.0661 1.6570 -1.7676 -1.5441 0.0851 -0.5592
O -1.1533 -1.9765 1.3088 0.3429 1.5399 0.0992 -0.0035
O -1.7311 0.1589 1.3385 0.9136 0.8269 -0.4357 -0.1572
O -2.9442 -1.3502 2.2983 0.5101 0.5202 0.1309 -0.0468
Cl -4.8469 1.5730 1.0288 1.4020 0.7089 -0.0452 -0.2074
O 0.1197 2.2274 0.1620 0.4161 -0.1824 0.4682 0.0971
C 1.0345 1.4451 0.2956 -1.5854 0.2976 -1.3519 -0.3707
O 1.4467 0.6152 -0.6355 0.7090 0.2785 1.1296 0.2585
B 2.5028 -0.2474 -0.0063 -1.1967 -1.3072 -0.9078 -0.8548
O 2.6062 0.1459 1.3906 0.0792 0.4157 -0.5924 0.2359
C 1.8445 1.2424 1.5566 0.4493 -0.6599 1.0687 -0.3679
O 1.8149 1.8964 2.5577 0.0274 0.1401 -0.1362 0.1475
O 2.0662 -1.6730 -0.2350 -0.0122 -0.2774 0.3144 0.2267
C 2.6544 -2.1691 -1.3057 -0.8308 0.8511 0.0470 -0.4093
O 2.3743 -3.1397 -1.9500 0.1989 -0.3418 0.3312 0.1359
C 3.7638 -1.1794 -1.6551 1.3842 -0.2468 0.0586 -0.4000
O 3.7223 -0.1765 -0.8006 0.5714 0.6347 -0.1162 0.2255
O 4.6452 -1.3546 -2.4609 -0.2346 0.1506 -0.1568 0.1007
```
Forces are in eV/Å.

Computed properties:
**M**: 429.251 g mol⁻¹
**Gap between HOMO and LUMO**: 5.9159 eV
**HOMO energy**: 0.85 eV
**Max |F|**: 3.3 eV Å⁻¹
**Net charge**: -3
**Relative energy (zero: lowest compared OMol25 entry of this formula, charge and spin)**: 30.3 kJ/mol
**DFT total energy**: -78774.35444 eV

5.
Molecular formula: C2H2FMgOTl
Method: DFT, the ωB97M-V functional and the def2-TZVPD basis

Geometry as XYZ:
```
8
Properties=species:S:1:pos:R:3:forces:R:3:mulliken_spin:R:1
H 0.9601 -1.0103 -1.1680 0.3312 2.0691 -1.7747 -0.0018
C -0.7402 0.2788 -1.3649 0.0650 0.7095 -0.5335 -0.0126
C 0.4328 -0.0631 -0.8337 -0.0157 -3.8676 0.0335 0.0152
O 0.5867 -0.2110 0.4885 -0.6381 1.1505 2.1958 0.0181
Tl 2.8166 0.2667 1.3032 0.1428 -0.0283 0.0107 0.0236
Mg -1.0279 0.2886 1.5911 0.0318 -0.1075 -0.2214 0.9833
F -1.7771 0.5100 -0.4566 0.3084 0.6605 0.1404 -0.0261
H -0.9634 0.6180 -2.3699 -0.2256 -0.5862 0.1492 0.0002
```
Forces are in eV/Å.

Computed properties:
**M**: 289.723 g mol⁻¹
**Gap between HOMO and LUMO (alpha / beta)**: 6.1097 / 8.1782 eV
**HOMO energy (alpha / beta)**: -10.61 / -12.97 eV
**Max |F|**: 3.9 eV Å⁻¹
**Net charge**: +1
**Spin multiplicity**: 2
**Relative energy (zero: lowest compared OMol25 entry of this formula, charge and spin)**: 0.0 kJ/mol
**DFT total energy**: -17001.41153 eV